Record 1
DFT (ωB97M-V with the def2-TZVPD basis set) results for 3 unconnected molecules or ions with the total composition C29H45F17N3O3P.

The geometry in XYZ format:
```
98
Properties=species:S:1:pos:R:3:forces:R:3:mulliken_charge:R:1
N 2.285 1.936 1.881 0.4 -0.5 0.0 -0.5513
C 1.909 1.928 0.557 -0.1 0.3 0.1 0.7902
O 1.042 1.195 0.134 -0.2 0.0 -0.1 -0.6437
C 2.617 2.958 -0.307 0.2 0.0 -0.1 -0.3761
C 1.891 3.236 -1.619 0.1 0.0 0.0 -1.2306
P 0.540 4.509 -1.417 0.0 -0.2 0.0 0.4399
C -0.833 5.930 -1.273 -0.2 0.0 0.0 0.2862
F -0.304 7.022 -1.909 0.0 0.0 0.0 -0.3290
F -1.946 5.560 -1.984 0.1 0.1 -0.1 -0.2716
C -1.295 6.450 0.097 -0.1 -0.2 0.1 0.7022
F -1.936 7.627 -0.008 0.0 0.2 -0.1 -0.3028
F -0.163 6.659 0.821 0.1 0.1 0.1 -0.3192
C -2.180 5.542 1.007 0.0 -0.1 -0.2 0.4701
F -1.500 4.400 1.248 0.1 -0.1 0.1 -0.2277
F -2.299 6.205 2.165 0.0 0.0 0.1 -0.3380
C -3.640 5.167 0.533 0.2 0.0 0.0 0.7408
F -4.459 5.271 1.591 0.0 0.0 0.0 -0.3187
F -4.048 6.034 -0.404 -0.1 0.1 -0.1 -0.2825
C -3.798 3.712 -0.012 -0.1 0.1 -0.1 0.5208
F -3.786 2.869 1.033 0.0 -0.1 0.1 -0.3245
F -2.779 3.391 -0.824 0.0 0.0 0.0 -0.2417
C -5.122 3.512 -0.810 0.1 -0.2 0.1 0.5644
F -4.954 4.052 -2.025 0.0 0.0 -0.1 -0.2749
F -6.137 4.138 -0.199 -0.1 0.2 0.1 -0.2976
C -5.546 2.024 -1.049 0.2 0.1 0.1 0.5047
F -6.591 2.075 -1.885 -0.2 0.1 -0.1 -0.3184
F -4.531 1.403 -1.665 0.0 -0.1 -0.1 -0.2442
C -5.979 1.162 0.194 0.0 0.0 0.1 0.7833
F -6.369 1.926 1.217 0.0 -0.1 -0.1 -0.2690
F -4.970 0.391 0.592 -0.1 0.1 0.0 -0.2164
F -7.002 0.374 -0.148 0.2 0.1 0.0 -0.2735
H 2.012 1.074 2.339 -0.1 0.1 0.0 0.3289
H 3.278 2.100 2.012 -0.1 0.2 0.0 0.2308
H 2.754 3.873 0.289 0.0 -0.1 -0.1 0.4880
H 3.631 2.572 -0.483 -0.1 0.0 0.0 -0.0526
H 1.444 2.306 -1.990 0.1 0.1 0.0 0.3972
H 2.585 3.619 -2.380 0.0 0.0 0.1 0.5981
H 1.382 5.381 -0.679 0.0 0.0 0.1 -0.0362
H 0.396 4.752 -2.799 0.0 0.0 -0.1 0.0106
H -0.382 3.609 -0.847 0.1 0.0 0.1 -0.0387
C -5.166 -7.054 -0.027 0.0 0.0 0.0 -1.7915
C -3.869 -6.286 0.241 0.0 0.0 -0.2 1.6854
C -3.713 -5.950 1.727 0.0 0.0 0.1 -1.2828
C -4.715 -4.903 2.210 0.0 0.0 0.0 -0.6478
C -4.663 -3.632 1.364 0.0 0.0 0.1 -1.1116
C -4.751 -3.874 -0.150 0.0 0.0 -0.1 1.6608
N -3.800 -4.981 -0.508 0.0 0.0 0.3 0.5007
O -2.613 -4.583 -0.758 0.0 0.0 -0.2 -0.6306
C -6.188 -4.183 -0.581 0.1 -0.1 -0.1 -1.7212
C -4.303 -2.626 -0.903 -0.1 0.1 0.0 -1.7451
C -2.715 -7.161 -0.235 0.0 0.0 0.1 -1.8341
H -5.011 -8.090 0.277 0.0 0.0 0.0 0.4638
H -6.022 -6.685 0.529 0.0 0.0 0.0 0.3076
H -5.409 -7.046 -1.089 0.0 0.0 0.0 0.3607
H -2.697 -5.576 1.887 0.0 0.0 0.0 0.3908
H -3.811 -6.875 2.302 0.0 0.0 0.0 0.3946
H -5.727 -5.316 2.222 0.0 0.0 -0.1 0.3351
H -4.485 -4.644 3.245 0.0 0.0 0.0 0.3886
H -5.482 -2.963 1.641 0.0 0.0 0.0 0.3172
H -3.731 -3.099 1.575 0.0 -0.1 -0.1 0.4490
H -6.213 -4.496 -1.626 0.0 0.0 0.0 0.3810
H -6.779 -3.271 -0.485 0.0 0.0 0.0 0.4424
H -6.674 -4.945 0.018 0.0 0.0 0.0 0.2968
H -3.339 -2.263 -0.559 0.0 0.0 0.0 0.4336
H -5.049 -1.847 -0.743 0.0 0.0 0.0 0.2190
H -4.230 -2.821 -1.973 0.0 0.0 0.0 0.4636
H -2.867 -7.467 -1.272 0.0 0.0 0.0 0.4374
H -2.683 -8.057 0.389 0.0 0.0 0.0 0.4091
H -1.764 -6.645 -0.163 0.0 0.0 0.0 0.4097
C 8.219 1.257 -0.670 0.0 0.0 0.0 -1.7564
C 7.351 0.981 0.561 -0.1 0.1 -0.1 1.5902
C 7.877 -0.211 1.365 0.0 -0.1 0.0 -1.2270
C 7.704 -1.543 0.639 0.0 0.0 0.0 -0.5325
C 6.254 -1.782 0.220 0.0 -0.1 0.0 -1.2334
C 5.611 -0.615 -0.543 -0.1 0.1 -0.1 1.5403
N 5.924 0.659 0.202 0.3 -0.3 0.0 0.7737
O 5.077 0.964 1.102 -0.3 0.2 0.1 -0.6076
C 6.100 -0.558 -1.992 0.0 0.1 0.0 -1.7234
C 4.092 -0.769 -0.579 0.1 0.0 0.0 -1.8237
C 7.353 2.247 1.411 0.0 0.0 0.0 -1.9149
H 9.118 1.776 -0.336 0.0 0.0 0.0 0.4544
H 8.543 0.364 -1.193 0.0 0.0 0.0 0.3113
H 7.698 1.905 -1.376 0.0 0.0 0.0 0.3625
H 7.339 -0.246 2.317 0.0 0.0 0.0 0.3944
H 8.930 -0.030 1.596 0.0 0.0 0.0 0.3850
H 8.369 -1.599 -0.227 0.0 0.0 0.0 0.3010
H 8.013 -2.352 1.305 0.0 0.0 0.0 0.3899
H 6.189 -2.667 -0.418 0.0 -0.1 0.1 0.3474
H 5.652 -1.987 1.110 0.0 0.1 0.0 0.3920
H 5.758 0.359 -2.475 0.0 0.0 0.0 0.3471
H 5.672 -1.403 -2.529 0.0 0.0 0.0 0.4886
H 7.178 -0.622 -2.097 0.0 0.0 0.0 0.2893
H 3.672 -0.949 0.407 0.0 0.0 0.0 0.3476
H 3.828 -1.607 -1.225 0.1 0.0 0.0 0.5154
H 3.629 0.131 -0.982 0.0 0.0 -0.1 0.2832
H 7.052 3.112 0.818 0.0 0.0 0.0 0.4271
H 8.369 2.415 1.773 0.0 0.0 0.0 0.4323
H 6.688 2.161 2.264 0.0 0.0 0.0 0.3868
```
Forces are in eV/Å.

Values from the calculation:
- Kohn-Sham gap (alpha / beta) (eV) = 8.38 / 9.18
- E_LUMO (alpha / beta) (eV) = 0.55 / 0.21
- spin multiplicity = 3
- charge = 0


Record 2
DFT (ωB97M-V with the def2-TZVPD basis set) results for C3H7NO2 in the gas phase.

The geometry in XYZ format:
```
13
Properties=species:S:1:pos:R:3:forces:R:3:nbo_charge:R:1
N -1.653 0.950 -1.400 -0.2 -0.2 0.0 -0.8101
C -0.775 -0.020 -1.176 -0.4 0.5 0.1 0.2673
O 0.462 0.496 -1.166 -0.6 -0.2 0.6 -0.5429
C 1.253 -0.263 -0.234 0.4 -0.2 0.3 -0.0883
C 0.561 -0.791 1.031 0.2 -0.2 -0.2 -0.1026
O 0.193 0.238 1.936 -0.1 0.1 -0.1 -0.7268
H -2.591 0.704 -1.139 -0.2 0.2 -0.5 0.3970
H -1.429 1.935 -1.518 0.2 -0.1 0.1 0.3790
H 2.012 0.451 0.084 0.2 -0.2 0.0 0.1976
H 1.704 -1.116 -0.751 0.0 0.1 0.0 0.1837
H -0.292 -1.434 0.792 0.3 0.2 -0.1 0.2007
H 1.320 -1.414 1.523 0.0 0.1 0.0 0.1718
H -0.765 0.264 2.018 0.1 0.0 -0.1 0.4734
```
Forces are in eV/Å.

Values from the calculation:
- Kohn-Sham gap (eV) = 9.50
- E_LUMO (eV) = 0.94
- relative energy (zero: lowest compared OMol25 entry of this formula, charge and spin) (kcal/mol) = 73.7
- spin multiplicity = 1
- charge = 0


Record 3
DFT (ωB97M-V with the def2-TZVPD basis set) results for 4 unconnected molecules or ions with the total composition C2H12N2O4.

The geometry in XYZ format:
```
20
Properties=species:S:1:pos:R:3:forces:R:3:nbo_charge:R:1
C 0.704 2.316 1.425 -0.2 -0.2 -0.1 -0.4197
N 0.282 1.331 0.437 -0.3 -0.1 0.4 -0.6207
C 0.102 0.041 0.811 0.0 -0.2 -0.4 0.7933
N -0.540 -0.757 -0.143 -0.1 -0.2 0.1 -0.8941
O 0.526 -0.433 1.856 0.2 0.0 0.0 -0.6847
H -0.100 3.023 1.634 0.0 0.0 0.0 0.1926
H 0.937 1.782 2.344 0.0 0.0 -0.1 0.2388
H 1.586 2.857 1.095 0.1 0.0 -0.1 0.1986
H -0.265 1.610 -0.361 0.1 0.3 -0.2 0.4109
H -0.770 -1.676 0.223 -0.1 0.2 0.0 0.4215
H -1.302 -0.327 -0.656 0.2 0.0 0.1 0.4020
O -0.148 -3.064 1.854 -0.1 -0.1 -0.5 -0.9992
H 0.266 -2.180 1.917 0.0 -0.1 0.4 0.4966
H -0.091 -3.482 2.713 0.1 0.1 0.1 0.4728
O -1.305 1.433 -2.546 0.0 0.1 0.1 -0.9879
H -0.655 0.843 -2.969 0.1 0.0 0.2 0.5042
H -1.203 2.293 -2.966 0.0 -0.1 0.0 0.4736
O 0.645 -0.595 -2.849 -0.2 -0.2 0.2 -0.9749
H 0.435 -1.274 -3.499 0.1 0.0 0.1 0.4745
H 0.448 -0.990 -1.972 0.1 0.3 -0.3 0.5019
```
Forces are in eV/Å.

Values from the calculation:
- Kohn-Sham gap (eV) = 10.51
- E_LUMO (eV) = 0.61
- relative energy (zero: lowest compared OMol25 entry of this formula, charge and spin) (kcal/mol) = 0.0
- SMILES = CNC(N)=O.O.O.O
- spin multiplicity = 1
- charge = 0


Record 4
DFT (ωB97M-V with the def2-TZVPD basis set) results for C3H5NO2S in the gas phase.

The geometry in XYZ format:
```
12
Properties=species:S:1:pos:R:3:forces:R:3:nbo_charge:R:1
C -1.025 -0.726 0.099 -1.3 -3.7 -1.6 0.5951
C 0.439 -1.274 -0.267 1.0 1.1 1.9 -0.6388
C 1.648 0.963 0.558 1.2 0.5 0.6 -0.8417
N -0.908 0.528 -0.281 0.9 0.4 -0.6 -0.3473
O -1.981 -1.483 0.276 0.8 1.3 0.5 -0.6249
O -1.854 1.492 -0.430 -0.7 -0.1 0.1 -0.5170
S 0.982 0.365 -0.774 -0.2 1.3 0.4 0.9320
H 1.146 -1.398 0.598 -1.1 -0.5 -0.5 0.2422
H 0.637 -2.082 -0.993 -0.8 0.6 0.2 0.2624
H 2.005 2.006 0.594 -0.1 -0.8 -0.5 0.2438
H 1.522 0.487 1.541 -0.1 0.1 -0.7 0.2231
H -2.611 1.121 -0.921 0.3 -0.1 0.1 0.4711
```
Forces are in eV/Å.

Values from the calculation:
- Kohn-Sham gap (eV) = 8.88
- E_LUMO (eV) = 0.27
- relative energy (zero: lowest compared OMol25 entry of this formula, charge and spin) (kcal/mol) = 114.3
- spin multiplicity = 1
- charge = 0


| no. | molar mass (g mol⁻¹) |
| --- | --- |
| 1 | 837.64 |
| 2 | 89.09 |
| 3 | 128.13 |
| 4 | 119.14 |